Entry 1:
Below is a molecular structure, C34H31N3O3PRuS, with properties calculated with ωB97M-V/def2-TZVPD.

XYZ file:
```
74
C34H31N3O3PRuS, DFT ωB97M-V/def2-TZVPD
Ru 0.64125 0.30103 1.23411
C -5.14770 0.40038 2.36994
C -4.77848 -0.89727 2.69379
C -3.57332 -1.41086 2.24019
C -2.73787 -0.61799 1.45678
C -3.10552 0.69034 1.14094
C -4.31154 1.19430 1.59596
P -1.17829 -1.23983 0.81282
C -1.37559 -1.65745 -0.92188
C -2.57997 -1.45276 -1.58574
C -2.67453 -1.74724 -2.93879
C -1.57483 -2.24250 -3.62136
C -0.37266 -2.45504 -2.95524
C -0.26790 -2.15941 -1.60860
C -0.68230 -2.69034 1.74065
C -1.22091 -3.95034 1.66935
C -0.75985 -4.94769 2.54886
C 0.20635 -4.65853 3.47867
C 0.78618 -3.37189 3.55320
C 1.79827 -3.03302 4.48962
C 2.34621 -1.77716 4.50502
C 1.93898 -0.80388 3.57615
C 0.95549 -1.08474 2.63374
C 0.35031 -2.38530 2.64794
H -6.08544 0.80013 2.73227
H -5.42724 -1.51166 3.30333
H -3.28564 -2.42044 2.50343
H -2.43788 1.31400 0.56045
H -4.59242 2.21185 1.36023
H -3.43826 -1.06039 -1.05453
H -3.60886 -1.58304 -3.45863
H -1.65154 -2.46497 -4.67745
H 0.48459 -2.84295 -3.48929
H 0.67388 -2.31038 -1.09271
H -1.99609 -4.17881 0.94734
H -1.18023 -5.94241 2.49521
H 0.54490 -5.42396 4.16600
H 2.13162 -3.78422 5.19485
H 3.11191 -1.52746 5.22682
H 2.41105 0.16984 3.59539
C 2.66211 4.20633 -1.29902
C 3.62501 3.15429 -1.82902
N 3.69371 1.95528 -0.97138
C 4.87420 1.81760 -0.10754
C 4.80653 2.72410 1.11071
C 2.69760 1.09838 -0.98724
S 2.68091 -0.27206 0.11389
N 1.74278 1.25276 -1.91772
C 0.47229 1.26113 -1.64689
O -0.01116 1.30181 -0.44339
C -0.49163 1.32640 -2.76962
C -1.80164 1.73131 -2.53276
C -2.70210 1.82860 -3.58240
C -2.29874 1.50893 -4.87033
C -0.99146 1.09968 -5.11052
C -0.08704 1.01806 -4.06695
H 2.67373 5.07235 -1.96047
H 2.94113 4.53629 -0.29945
H 1.64250 3.82508 -1.26391
H 4.63810 3.54952 -1.88292
H 3.32827 2.83221 -2.82661
H 5.74095 2.05219 -0.72633
H 4.95733 0.77728 0.19306
H 4.80894 3.77681 0.82889
H 5.67813 2.54845 1.74069
H 3.90703 2.52143 1.69316
H -2.10557 1.98589 -1.52706
H -3.71525 2.15976 -3.39612
H -3.00013 1.58622 -5.69090
H -0.67703 0.85291 -6.11600
H 0.93626 0.71440 -4.24462
O -0.68975 2.13270 2.29265
N 0.34390 2.65175 2.67234
O 1.38397 1.96423 2.35496
```

As for the charge: +1. As for the spin multiplicity: 5. The calculation puts the HOMO-LUMO gap (spin up / spin down) at 7.9 / 6.2 eV. The calculation puts the calculated total energy at -2538.36268 hartree.

Entry 2:
Below is C3H13N5O in the gas phase, with properties calculated with ωB97M-V/def2-TZVPD.

XYZ file:
```
22
C3H13N5O, DFT ωB97M-V/def2-TZVPD
C 1.96954 -0.15902 -0.13506
C -1.30248 -1.47994 -0.83666
N -1.11966 -0.04984 -0.65056
N -0.69819 0.59703 -1.84249
N 2.07232 1.16934 -0.41107
H 0.30238 0.78941 -1.84246
H -1.16264 1.49643 -1.87667
H 2.80191 1.60166 0.14735
H 0.82932 1.67069 0.04136
H 2.80955 -0.67613 0.33805
H 1.55180 -0.77186 -0.93581
H -2.01009 -1.63926 -1.64845
H -0.37311 -2.00881 -1.10121
H -1.71229 -1.91611 0.07486
C -0.58394 0.42097 0.61632
N -1.54986 0.12536 1.65134
N 0.70519 -0.43734 1.02583
O -0.16299 1.69738 0.58101
H -1.36410 0.72342 2.44931
H -2.47179 0.35332 1.29708
H 0.45373 -1.41819 1.12824
H 1.01540 -0.08851 1.92970
```

As for the charge: 0. As for the spin multiplicity: 1. The calculation puts the HOMO-LUMO gap at 9.2 eV. The calculation puts the calculated total energy at -471.03930 hartree.

Entry 3:
Below is a molecular structure, C4H11N2O2 at a distorted geometry, with properties calculated with ωB97M-V/def2-TZVPD.

XYZ file:
```
19
C4H11N2O2, DFT ωB97M-V/def2-TZVPD
C -0.57729 1.15106 0.87840
C -0.27718 0.57285 -1.25419
C -1.41782 -1.01961 0.02684
C 1.00173 -0.76676 0.46205
N 2.29261 -0.12983 0.03047
N -0.26408 -0.08351 0.05303
O 2.35585 1.08714 -0.06622
O 3.17651 -0.89874 -0.09818
H -0.66678 0.83658 1.98811
H 0.33678 1.70365 0.88767
H -1.54569 1.70412 0.55700
H 0.47065 1.36169 -1.30603
H 0.10019 0.07351 -2.11317
H -1.34424 1.01632 -1.54860
H -2.39280 -0.61870 -0.28805
H -1.29204 -1.74746 -0.75789
H -1.78172 -1.30446 1.01625
H 0.99442 -1.99791 -0.08912
H 0.83092 -0.93995 1.62164
```

As for the charge: +1. As for the spin multiplicity: 1. The calculation puts the HOMO-LUMO gap at 11.5 eV. The calculation puts the calculated total energy at -418.53647 hartree.

Entry 4:
Below is C12H13I3N2O2 in the gas phase at a distorted geometry, with properties calculated with ωB97M-V/def2-TZVPD.

XYZ file:
```
32
C12H13I3N2O2, DFT ωB97M-V/def2-TZVPD
C -2.21604 -2.76897 3.72088
N -1.97392 -2.69434 2.26227
C -1.88989 -3.93766 1.47147
C -1.63168 -1.47832 1.71954
N -1.35578 -1.37212 0.43461
C -1.01509 -0.10530 0.00878
C -2.01344 0.93254 -0.03928
I -4.20380 0.62376 0.27928
C -1.56870 2.19164 -0.40633
C -0.24582 2.48657 -0.72135
I 0.12522 4.56045 -1.44064
C 0.73072 1.44342 -0.66337
C 2.19378 1.83954 -0.99158
C 2.42662 1.78054 -2.50726
C 3.80883 2.22608 -2.92384
O 4.56058 2.75081 -2.10604
O 4.14455 2.12431 -4.21782
C 0.33067 0.14904 -0.31615
I 1.80502 -1.58149 -0.29409
H -1.79907 -3.67179 4.13272
H -1.76378 -1.90539 4.20834
H -3.29961 -2.73048 3.93632
H -0.90974 -4.07384 1.04798
H -2.61445 -3.89827 0.67739
H -2.12866 -4.80728 2.09496
H -1.57107 -0.61702 2.35962
H -2.29198 2.97964 -0.50701
H 2.84883 1.14451 -0.45985
H 2.38925 2.86683 -0.60126
H 1.66696 2.37472 -3.05305
H 2.39382 0.74026 -2.84914
H 5.06767 2.42760 -4.25607
```

As for the charge: 0. As for the spin multiplicity: 1. The calculation puts the HOMO-LUMO gap at 7.7 eV. The calculation puts the calculated total energy at -1618.12102 hartree.

Entry 5:
Below is a molecular structure, C29H41NO4Pt at a distorted geometry, with properties calculated with ωB97M-V/def2-TZVPD.

XYZ file:
```
76
C29H41NO4Pt, DFT ωB97M-V/def2-TZVPD
Pt 0.96079 2.24162 0.16540
C 1.27655 -5.25695 -0.07170
C 2.02051 -4.62913 -1.26049
C 1.29221 -4.98554 -2.56545
C 3.42760 -5.23226 -1.30471
C 2.04688 -3.10678 -1.10677
C 0.88538 -2.41876 -0.92735
C 0.85827 -1.00613 -0.72961
N -0.29655 -0.47049 -0.43753
C -1.22190 0.35169 -0.01667
C -2.18076 -0.12716 0.91200
C -3.19201 0.67339 1.36780
C -3.30304 1.96632 0.81758
C -2.43597 2.51976 -0.10612
C -1.32661 1.73891 -0.51976
O -0.38154 2.13376 -1.33175
C -2.76102 3.94002 -0.60291
C -2.94988 4.86859 0.60965
C -1.69958 4.58783 -1.50073
C -4.07279 3.87478 -1.40184
C -4.19232 0.13175 2.38820
C -5.16789 1.20868 2.87369
C -3.44284 -0.41037 3.61478
C -5.00693 -0.99097 1.72738
C 2.11890 -0.26176 -0.81347
O 2.17059 1.02482 -0.79954
C 3.33156 -1.00334 -0.96598
C 3.25558 -2.36682 -1.11515
C 4.68331 -0.27653 -0.97732
C 5.84203 -1.26840 -1.11852
C 4.75993 0.69371 -2.16943
C 4.89368 0.47748 0.34648
H 1.28877 -6.34554 -0.15892
H 1.75688 -4.98237 0.86925
H 0.23641 -4.93469 -0.03174
H 1.25853 -6.06947 -2.69849
H 0.26899 -4.60857 -2.55780
H 1.80971 -4.55000 -3.42220
H 3.35027 -6.31786 -1.37751
H 3.98777 -4.88028 -2.17268
H 3.98510 -4.99372 -0.39689
H -0.07547 -2.91464 -0.90231
H -2.06246 -1.15145 1.23968
H -4.13052 2.57999 1.14560
H -2.05804 4.85366 1.23626
H -3.11392 5.89084 0.26245
H -3.80711 4.58573 1.22307
H -0.75711 4.71255 -0.96864
H -1.51435 4.00521 -2.39894
H -2.06015 5.57504 -1.79879
H -4.90163 3.51093 -0.79168
H -4.33054 4.87083 -1.76820
H -3.96390 3.20952 -2.26072
H -4.63908 2.05810 3.31097
H -5.80649 1.56662 2.06400
H -5.81347 0.78344 3.64326
H -2.86425 0.38961 4.08066
H -4.15426 -0.79531 4.34784
H -2.75797 -1.21544 3.35078
H -5.55710 -0.59775 0.87004
H -4.36312 -1.79714 1.37332
H -5.72684 -1.41350 2.43205
H 4.17704 -2.90840 -1.26056
H 5.80723 -1.78759 -2.07944
H 6.78523 -0.72327 -1.06838
H 5.84149 -2.00695 -0.31432
H 4.54694 0.16692 -3.10224
H 4.05278 1.51075 -2.06153
H 5.76617 1.11363 -2.23794
H 4.92025 -0.22427 1.18344
H 5.84737 1.00987 0.32188
H 4.11207 1.20735 0.53599
O 0.13313 3.55612 1.64754
C 1.11695 3.26734 2.37880
O 2.01810 2.49764 1.94085
H 1.19853 3.67478 3.39202
```

As for the charge: 0. As for the spin multiplicity: 1. The calculation puts the HOMO-LUMO gap (spin up / spin down) at 5.7 / 5.8 eV. The calculation puts the calculated total energy at -1604.60950 hartree.

Entry 6:
Below is a gas-phase ion, C4H10NO2 (charge +1) at a distorted geometry, with properties calculated with ωB97M-V/def2-TZVPD.

XYZ file:
```
17
C4H10NO2, DFT ωB97M-V/def2-TZVPD
C -2.21776 0.43833 -0.54001
C -2.93724 -0.30566 0.56192
C 2.50046 0.75680 0.68028
C 1.03453 -0.64496 -0.86966
N -0.97103 0.36245 -0.87127
O 2.27025 -0.52369 -0.05457
O -0.13113 -0.49265 -0.17936
H -2.78738 1.04140 -1.24490
H -2.57422 -1.28755 0.54340
H -3.98578 -0.14424 0.70986
H -2.62827 0.16879 1.46109
H 2.45474 1.50670 -0.11449
H 3.57745 0.67781 0.94615
H 1.86769 0.94683 1.61831
H 2.23702 -1.14560 0.71830
H 1.10663 -0.04464 -1.83992
H 0.87389 -1.70901 -1.25598
```

As for the charge: +1. As for the spin multiplicity: 1. The calculation puts the HOMO-LUMO gap at 10.2 eV. The calculation puts the calculated total energy at -363.22660 hartree.

Entry 7:
Below is a molecular structure, C15H8Cl2PdS6, with properties calculated with ωB97M-V/def2-TZVPD.

XYZ file:
```
32
C15H8Cl2PdS6, DFT ωB97M-V/def2-TZVPD
Pd -0.68581 -1.04491 -1.12809
S -6.45037 -3.52781 -4.85346
C -5.10780 -3.03656 -3.97621
S -3.50520 -3.06968 -4.57785
C -2.68336 -2.32749 -3.22317
C -3.49896 -1.94893 -2.20361
S -2.96602 -1.18166 -0.73006
S -5.19731 -2.28117 -2.44236
S -0.95914 -2.10397 -3.26363
Cl 0.88096 1.95825 -2.07394
C 1.96899 1.61339 -0.76199
C 2.45914 2.69210 -0.04247
C 3.38733 2.49304 0.96603
C 3.81580 1.20010 1.23013
C 3.29383 0.14250 0.51057
Cl 3.87955 -1.44922 0.93382
C 2.32721 0.27956 -0.50395
S 1.67142 -1.09193 -1.34665
H 2.10481 3.68334 -0.29064
H 3.76994 3.32877 1.53713
H 4.54141 0.99673 2.00649
C -0.13181 0.91338 3.26650
C -0.90972 1.53667 2.30077
C -1.08305 0.95366 1.05144
C -0.48175 -0.25881 0.70682
C 0.29227 -0.87265 1.70216
C 0.46679 -0.30126 2.95721
H 0.00705 1.36654 4.24273
H -1.38832 2.48690 2.52035
H -1.70044 1.46039 0.31612
H 0.79687 -1.80391 1.47599
H 1.08568 -0.80537 3.69381
```

As for the charge: -2. As for the spin multiplicity: 1. The calculation puts the HOMO-LUMO gap at 5.4 eV. The calculation puts the calculated total energy at -4013.93811 hartree.

Entry 8:
Below is 2 unconnected molecules or ions with the total composition C3H8N2O at a distorted geometry, with properties calculated with ωB97M-V/def2-TZVPD.

XYZ file:
```
14
C3H8N2O, DFT ωB97M-V/def2-TZVPD
C -1.01712 2.51853 0.03076
C -0.37233 1.39725 -0.20207
N 0.68782 0.87206 0.51492
H -1.03957 3.12824 0.99929
H -1.75271 2.99289 -0.65907
H -0.86273 0.60922 -0.86351
H 1.18265 1.42505 1.18247
H 0.84790 -0.14431 0.57727
C 0.80592 -2.32215 -0.81958
N -0.13017 -2.05325 0.26638
O 1.10921 -1.35957 -1.52895
H 1.40421 -3.22025 -0.71447
H -0.39315 -2.76393 0.83809
H -0.46993 -1.07979 0.37848
```

As for the charge: +1. As for the spin multiplicity: 2. The calculation puts the HOMO-LUMO gap (spin up / spin down) at 10.2 / 6.4 eV. The calculation puts the calculated total energy at -303.50416 hartree.